Here is C24H25AuBrN3Te as an isolated structure from OMol25. Energies are from wB97M-V/def2-TZVPD.

```
55
Properties=species:S:1:pos:R:3:mulliken_charge:R:1
Au -0.3649 -0.7507 -0.0994 -0.23
C 2.6398 0.8467 -0.1018 -1.70
C 2.5537 -0.3061 -1.1018 2.52
C 3.8989 -1.0324 -1.1807 -1.70
C 1.3945 -1.1942 -0.8251 -0.81
C 2.0763 0.1336 -2.5035 0.03
C 1.9684 -0.8162 -3.5231 -0.37
C 1.5093 -0.4559 -4.7815 -0.89
C 1.1611 0.8598 -5.0412 -0.41
C 1.2746 1.8119 -4.0372 -0.68
C 1.7144 1.4514 -2.7741 0.25
H 2.8507 0.4446 0.8891 0.40
H 1.7020 1.3990 -0.0425 0.22
H 3.4466 1.5319 -0.3751 0.45
H 4.2221 -1.3350 -0.1828 0.42
H 4.6592 -0.3707 -1.5982 0.39
H 3.8440 -1.9249 -1.8038 0.40
H 1.5975 -2.2131 -1.1755 0.36
H 2.2518 -1.8445 -3.3414 0.31
H 1.4263 -1.2053 -5.5577 0.38
H 0.8054 1.1457 -6.0225 0.40
H 1.0152 2.8445 -4.2328 0.34
H 1.7903 2.2084 -2.0068 0.30
N -0.1138 -2.0393 4.3111 0.02
C 0.4117 -1.8524 5.5408 -0.35
C 0.8971 -0.5675 5.5604 -0.71
C 0.6048 -0.0637 4.2762 -0.16
N -0.0097 -0.9628 3.5258 -0.13
H -0.5681 -2.8587 3.9488 0.17
H 0.3934 -2.6264 6.2892 0.42
H 1.3823 -0.0672 6.3801 0.35
H 0.8153 0.9135 3.8704 0.44
Te -2.6959 -0.0888 0.7242 -0.10
C -3.8020 -1.8502 0.3088 0.09
C -3.6563 -2.5413 -0.8924 -0.28
C -4.4188 -3.6705 -1.1568 -0.50
C -5.3493 -4.1220 -0.2302 -0.42
C -5.5070 -3.4350 0.9649 -0.48
C -4.7366 -2.3108 1.2333 -0.43
H -2.9436 -2.1893 -1.6283 0.34
H -4.2895 -4.1958 -2.0954 0.35
H -5.9483 -4.9991 -0.4397 0.36
H -6.2308 -3.7752 1.6957 0.34
H -4.8631 -1.7888 2.1743 0.33
Br 1.1596 5.2902 -1.9496 -0.14
C 0.4643 4.4392 -0.4082 0.08
C 0.8459 4.8565 0.8541 -0.19
C 0.3058 4.1931 1.9440 -0.61
C -0.5801 3.1486 1.7181 -0.25
N -0.9365 2.7515 0.5003 -0.10
C -0.4267 3.3861 -0.5474 -0.48
H 1.5415 5.6753 0.9771 0.42
H 0.5681 4.4810 2.9530 0.41
H -1.0203 2.6018 2.5453 0.43
H -0.7311 3.0393 -1.5289 0.42
```

Properties
* E_LUMO (alpha / beta): -1.11 / -1.10 eV
* maximum force: 0.2 eV/A
* Kohn-Sham gap (alpha / beta): 5.506 / 5.507 eV



Here is C24H25BCl2FN4O2PdS as an isolated structure from OMol25. Energies are from wB97M-V/def2-TZVPD.

```
61
Properties=species:S:1:pos:R:3:mulliken_charge:R:1
Pd -0.3747 0.2373 1.1973 0.48
N 2.5077 -2.9292 0.7927 -0.39
C 1.4198 -2.1464 0.8345 0.66
S 1.4422 -0.8466 2.1175 -0.51
N 0.3992 -2.3542 0.1021 -0.92
N -0.6713 -1.5204 0.3476 0.75
C -1.8564 -1.8930 0.0029 0.22
C -2.0788 -3.1057 -0.8165 0.12
C -1.4578 -3.2194 -2.0574 -0.10
C -1.6994 -4.3310 -2.8458 -0.78
C -2.5385 -5.3393 -2.3885 -0.39
C -3.1498 -5.2303 -1.1477 -0.79
C -2.9335 -4.1065 -0.3658 -0.01
C -3.0138 -1.1099 0.4919 0.43
C -4.2401 -1.1872 -0.1469 -0.39
C -5.3028 -0.4608 0.3689 -0.58
C -5.1050 0.2976 1.5033 -0.55
C -3.8372 0.3131 2.0804 -0.51
N -2.8154 -0.3673 1.5894 -0.36
H 3.3568 -2.6730 1.2623 0.22
H 2.5472 -3.6496 0.0896 0.24
H -0.8003 -2.4317 -2.4013 0.46
H -1.2317 -4.4130 -3.8176 0.41
H -2.7196 -6.2106 -3.0036 0.42
H -3.8012 -6.0168 -0.7917 0.41
H -3.4191 -4.0101 0.5975 0.51
H -4.3572 -1.7870 -1.0382 0.50
H -6.2702 -0.4922 -0.1135 0.45
H -5.9097 0.8689 1.9442 0.41
H -3.6416 0.9021 2.9676 0.54
C 7.1819 4.7726 1.4400 -1.56
C 6.1771 4.9531 0.2935 2.15
C 6.9525 5.3070 -0.9750 -2.16
C 5.2296 6.1157 0.6221 -1.56
C 5.3604 3.6698 0.1345 0.07
C 5.3489 2.9331 -1.0514 -0.08
C 4.6134 1.7568 -1.2092 -1.80
C 3.8845 1.3492 -0.1240 0.94
O 3.0631 0.2265 0.0139 -0.41
B 2.5888 0.3420 1.2875 1.33
O 3.0640 1.4162 1.9842 -0.68
C 3.8808 2.0662 1.0568 0.27
C 4.5996 3.2196 1.2229 -0.93
H 7.7718 5.6821 1.5637 0.44
H 7.8661 3.9482 1.2320 0.37
H 6.6846 4.5687 2.3892 0.32
H 7.5151 6.2256 -0.8057 0.43
H 6.2874 5.4797 -1.8230 0.44
H 7.6681 4.5282 -1.2446 0.44
H 5.7994 7.0392 0.7358 0.44
H 4.6858 5.9455 1.5524 0.32
H 4.5008 6.2607 -0.1774 0.37
H 5.9308 3.2761 -1.8935 0.49
H 4.6183 1.2020 -2.1366 0.47
H 4.5761 3.7500 2.1648 0.50
Cl -2.6796 3.8240 2.0515 -0.12
C -1.1732 3.4999 1.2358 -0.12
Cl -0.1120 2.3982 2.2366 -0.07
H -0.5957 4.4094 1.1288 0.40
H -1.3496 2.9490 0.3160 0.11
F -1.5187 1.0890 -0.1608 -0.74
```

Properties
* E_LUMO: -3.91 eV
* maximum force: 0.4 eV/A
* Kohn-Sham gap: 7.447 eV
* charge: +1



Here is C24H25Cl3EuNO3 as an isolated structure in a non-equilibrium geometry from OMol25. Energies are from wB97M-V/def2-TZVPD.

```
57
Properties=species:S:1:pos:R:3:lowdin_spin:R:1
C 2.1565 -0.2566 2.9735 -0.01
C 2.6466 -0.8006 1.7479 -0.01
C 2.5495 0.2061 0.7356 -0.01
H 2.9771 -1.8434 1.5807 0.00
C 1.9942 1.3920 1.3346 0.00
C 1.7574 1.1056 2.7284 -0.01
H 1.6728 2.3110 0.8086 0.00
C -0.8977 -1.7873 2.9197 0.00
C 0.1435 -2.5346 2.2849 -0.01
C -0.1468 -2.6285 0.8933 0.00
H 1.0559 -2.9104 2.7763 0.00
C -1.4039 -1.9490 0.6420 -0.01
C -1.8574 -1.4284 1.9174 -0.01
H 2.7746 0.0716 -0.3423 0.00
H 1.2476 1.7714 3.4469 0.00
H 2.0309 -0.7877 3.9351 0.00
H -2.7416 -0.7823 2.0572 0.00
H 0.4969 -3.0774 0.1112 0.00
H -0.9349 -1.4547 3.9704 0.00
Eu 0.1712 -0.1717 1.4225 6.08
C -2.1368 -1.7969 -0.6613 0.00
C -3.5052 -2.4154 -0.4808 0.00
C -1.3754 -2.4874 -1.7903 0.00
H -3.4170 -3.4093 -0.0173 0.00
H -3.9928 -2.5350 -1.4575 0.00
H -4.1541 -1.7967 0.1552 0.00
H -1.4381 -3.5776 -1.6673 0.00
H -0.3140 -2.1960 -1.8248 0.00
H -1.8425 -2.2225 -2.7496 0.00
C -2.3144 -0.2863 -0.9949 0.00
C -1.0404 0.4234 -1.3599 0.00
H -2.7679 0.2457 -0.1261 0.00
H -3.0378 -0.2038 -1.8332 0.00
O 0.0018 0.2878 -0.6658 -0.01
N -0.9901 1.1905 -2.4183 0.00
C 0.0575 2.2430 -2.6501 0.00
H -1.5082 0.8741 -3.2073 0.00
C 1.4112 1.7136 -2.9618 0.00
C 2.5730 2.3501 -2.4777 0.00
H 2.4928 3.2424 -1.8443 0.00
C 3.8324 1.8541 -2.7961 0.00
H 4.7210 2.3609 -2.4164 0.00
C 3.9612 0.7202 -3.6102 0.00
H 4.9491 0.3368 -3.8623 0.00
C 2.8179 0.0936 -4.0973 0.00
H 2.8975 -0.7881 -4.7342 0.00
C 1.5490 0.5963 -3.7793 0.00
H 0.6574 0.1034 -4.1681 0.00
H 0.0700 2.9163 -1.7908 0.00
H -0.3406 2.8133 -3.5052 0.00
Cl -2.3961 2.6124 5.9330 0.00
C -2.3296 2.5579 4.1818 0.00
Cl -3.9141 2.1224 3.5064 0.00
Cl -1.7765 4.1080 3.5244 0.00
C -1.2524 1.3981 3.6915 0.00
O -0.6853 0.7857 4.5668 0.00
O -1.1546 1.3200 2.4450 -0.01
```

Properties
* E_LUMO (alpha / beta): 0.01 / 0.01 eV
* multiplicity: 7
* maximum force: 2.8 eV/A
* Kohn-Sham gap (alpha / beta): 8.214 / 8.157 eV
* ⟨S²⟩: 12.02



Here is C24H25ClN6O4SV as an isolated structure from OMol25. Energies are from wB97M-V/def2-TZVPD.

```
62
Properties=species:S:1:pos:R:3:lowdin_spin:R:1
V 0.2702 0.3288 0.0390 1.08
O -4.7285 -0.1963 2.9689 0.00
C -4.5865 1.0584 2.5736 0.00
O -5.3992 1.9076 2.7880 0.00
C -3.3783 1.3961 1.7367 0.00
C -3.1774 2.6422 1.1188 0.00
Cl -4.1372 4.0173 1.1014 0.00
N -2.0026 2.6128 0.4589 0.00
N -1.4136 1.4117 0.6138 0.00
C -2.2429 0.6847 1.3816 0.00
C -1.8039 -0.7232 1.5913 0.00
O -2.4545 -1.5516 2.1544 0.00
O -0.6133 -0.9610 1.0106 0.00
C -1.4522 3.6684 -0.3450 0.00
C -1.7877 3.7214 -1.6895 0.00
C -1.3422 4.7954 -2.4451 0.00
C -0.5897 5.8016 -1.8480 0.00
C -0.2796 5.7381 -0.4962 0.00
C -0.7143 4.6656 0.2695 0.00
H -4.0019 -0.7821 2.6824 0.00
H -2.4188 2.9551 -2.1234 0.00
H -1.6132 4.8684 -3.4902 0.00
H -0.2690 6.6530 -2.4336 0.00
H 0.2745 6.5419 -0.0275 0.00
H -0.5290 4.6289 1.3352 0.00
C 2.7737 -0.8185 -1.2465 0.00
N 1.6688 -1.2216 -0.3392 -0.01
C 1.0216 -2.4306 -0.9168 0.00
C 2.2307 -1.5247 1.0132 0.00
C 2.4520 -0.2154 1.7147 -0.01
C 3.3548 -0.0141 2.7487 0.00
C 3.4657 1.2415 3.3305 0.00
C 2.7000 2.3129 2.8807 0.00
C 1.8046 2.1371 1.8377 -0.01
C 1.6730 0.8642 1.2899 -0.07
H 3.4646 -1.6541 -1.3704 0.00
H 3.3057 0.0313 -0.8237 0.00
H 2.3650 -0.5549 -2.2208 0.00
H 1.7668 -3.2196 -1.0368 0.00
H 0.6170 -2.1853 -1.8989 0.00
H 0.2295 -2.7760 -0.2605 0.00
H 3.1432 -2.1164 0.9095 0.00
H 1.4956 -2.1215 1.5551 0.00
H 3.9757 -0.8307 3.0963 0.00
H 4.1705 1.3929 4.1371 0.00
H 2.8096 3.2854 3.3420 0.00
H 1.2182 2.9708 1.4723 0.00
C 2.9501 4.6719 -2.4695 0.00
C 2.9044 3.3003 -1.8011 0.00
C 1.7238 2.4737 -2.1798 0.00
N 1.0638 1.7189 -1.3742 0.00
N 0.0752 0.9678 -1.9659 0.01
C -0.0264 1.1827 -3.2572 0.00
N -0.9246 0.6019 -4.0506 0.00
S 1.1335 2.3432 -3.8156 0.01
H 3.8766 5.1753 -2.2027 0.00
H 2.1127 5.2935 -2.1536 0.00
H 2.9276 4.5919 -3.5581 0.00
H 2.9049 3.3810 -0.7132 0.00
H 3.7935 2.7247 -2.0807 0.00
H -1.5650 -0.0832 -3.6825 0.00
H -0.9286 0.7602 -5.0446 0.00
```

Properties
* E_LUMO (alpha / beta): -8.07 / -7.47 eV
* multiplicity: 2
* maximum force: 0.5 eV/A
* Kohn-Sham gap (alpha / beta): 7.078 / 7.680 eV
* charge: +2
* ⟨S²⟩: 0.77



Listing E_tot for the structures above in their given order: -4071.4320, -2870.1231, -3300.9464, -3360.9655 a.u..